No. 1
Density functional theory data (ωB97M-V/def2-TZVPD) for a structure of composition C24H26CrN3O6P in a non-equilibrium geometry.

Geometry as XYZ:
```
61
C24H26CrN3O6P | the Open Molecules 2025 dataset | ωB97M-V/def2-TZVPD
Cr -0.8090 1.3073 0.4465
P 1.6391 0.7029 0.8674
O -2.4491 2.4607 0.6714
O -4.6738 2.6578 0.6121
O -6.7314 1.0810 0.6461
O -0.6938 1.1198 2.3717
O -7.0167 -1.1331 0.8306
O 0.0889 0.2345 4.2626
N -4.3036 -1.5869 1.0769
N -2.5871 -0.2367 0.9091
N -0.6510 1.3197 -1.1916
C 1.5671 -1.1219 0.8029
C 4.2008 1.8919 1.0131
C -1.7671 0.2378 -2.9921
C 1.5600 -3.8834 0.4864
C 0.6745 0.8740 -3.1784
C -6.2766 -0.1558 0.7940
C -2.9570 -1.4835 1.0801
C 5.4880 2.0994 0.5711
C 0.8521 -1.7053 -0.2380
C -4.8371 -0.3238 0.9007
C 2.2759 -1.9323 1.6862
C 6.0245 1.3178 -0.4445
C -2.0381 -2.6291 1.2951
C 3.4126 0.8681 0.4677
C 5.2426 0.3165 -1.0129
C -0.6960 1.2749 -2.5868
C 3.9558 0.1019 -0.5753
C 2.2445 -3.3109 1.5422
C 1.6458 1.1228 2.6639
C 0.8723 -3.0784 -0.4134
C 0.2247 0.7783 3.1790
C -3.6261 1.9767 0.6853
C -1.1090 2.6617 -3.1266
C -3.7271 0.5183 0.8076
H 2.7703 -3.9393 2.2467
H 2.8478 -1.4856 2.4855
H -0.3194 3.3828 -2.9287
H -1.8523 0.1713 -4.0747
H -1.3008 2.6163 -4.1983
H 1.7643 2.2093 2.7437
H 0.8637 -0.1848 -3.0224
H 5.6524 -0.2977 -1.8018
H 6.0887 2.8743 1.0269
H -1.0697 -2.2456 1.6037
H 3.8004 2.5063 1.8075
H 0.3484 -3.5293 -1.2460
H -1.8995 -3.2071 0.3813
H -2.4297 -3.2921 2.0642
H -2.7265 0.5312 -2.5729
H -2.0101 2.9887 -2.6116
H 1.5523 -4.9579 0.3620
H 0.2759 -1.0534 -0.8862
H 7.0332 1.4901 -0.7908
H 3.3577 -0.6814 -1.0221
H -5.9719 1.7671 0.6314
H 2.4308 0.6248 3.2390
H -1.5044 -0.7408 -2.5955
H 0.7050 1.0807 -4.2464
H -4.8845 -2.4050 1.1722
H 1.4591 1.4360 -2.6768
```

Output
Multiplicity: 4
Gap between HOMO and LUMO (alpha / beta) (eV): 5.52 / 7.54
Electronic energy (eV): -79780.1307
Charge: -1
<S²>: 3.917
Lowest unoccupied orbital energy (alpha / beta) (eV): 2.5 / 2.5
Energy above the lowest of the compared OMol25 structures with the same formula, charge and spin (eV): 0.767



No. 2
Density functional theory data (ωB97M-V/def2-TZVPD) for a cluster of 2 separate species, C24H26F3INO7S3 in total in a non-equilibrium geometry.

Geometry as XYZ:
```
65
C24H26F3INO7S3 | the Open Molecules 2025 dataset | ωB97M-V/def2-TZVPD
I 1.8553 7.9795 2.7150
S 2.2997 -6.6891 -0.5669
S -1.5627 -1.7043 -3.6095
S 1.8901 -8.6818 1.0490
F 0.5816 -3.4857 1.3861
F 2.0089 -7.7619 -1.7110
F 2.7803 -9.3963 2.1742
O 0.9983 -6.0570 -0.3870
O -3.6930 1.2672 -2.8094
O -0.9218 1.3366 4.4654
O -1.9623 4.0151 0.0036
O 1.6987 -9.7939 0.1245
O 3.2917 -5.8391 -1.2243
O 0.7268 -8.3020 1.8419
N 2.8825 -7.5434 0.6172
C -0.7791 -3.4029 -3.7076
C -1.9911 0.7126 -0.8874
C 0.5207 -3.3774 -2.6625
C -2.1826 -0.9472 -0.8145
C 3.6252 6.1298 0.8945
C -1.8008 -1.7559 0.5863
C 1.2447 4.6563 0.7316
C -1.0817 0.6504 1.8977
C 3.0373 7.6597 0.8986
C -1.4341 1.4462 0.4692
C -4.7436 1.5967 -1.8302
C -0.7871 -4.0654 1.6578
C -0.5106 1.5386 3.1950
C 0.6052 2.7109 2.7721
C 2.2280 7.9372 -0.5078
C -1.1472 3.0933 0.5228
C 2.9410 4.2452 3.0053
C 1.9431 3.0749 3.6524
C -2.7459 -1.7713 -2.1565
C -1.2739 -0.9778 1.9560
C 2.6218 5.0063 1.5680
C -1.9446 -3.4196 0.6385
C 0.2493 3.5077 1.3452
C -2.3409 1.5050 -2.2794
H -1.0424 -1.5752 2.9462
H 3.9189 4.5565 3.5763
H 3.9813 8.3836 0.8797
H 0.5867 -2.2861 -2.1928
H -1.5514 1.1396 -3.0963
H -0.6894 -5.2147 1.3540
H -2.9754 -2.9069 -1.9075
H 4.6961 6.0130 1.3823
H 0.9507 5.1521 -0.2956
H -3.0288 -3.7806 0.8889
H -4.3414 2.2690 -0.9470
H -5.6619 2.1794 -2.2896
H 2.6037 7.2754 -1.4168
H -0.4766 -3.6142 -4.8179
H -1.5420 -4.2539 -3.3969
H 2.1719 2.5360 4.6712
H 2.4376 9.0575 -0.8236
H -1.6096 -3.7774 -0.4490
H 1.5296 -3.5606 -3.2315
H -5.1717 0.5504 -1.4470
H 3.7513 5.8039 -0.2472
H -3.7849 -1.3270 -2.5416
H 1.0803 7.7563 -0.3320
H 0.3196 -4.1961 -1.8469
H -2.2024 2.6783 -2.2246
H -1.0769 -3.9555 2.7916
```

Output
Gap between HOMO and LUMO (eV): 6.73
Electronic energy (eV): -89870.0511
Charge: -1
Lowest unoccupied orbital energy (eV): 0.1



No. 3
Density functional theory data (ωB97M-V/def2-TZVPD) for an isolated molecule of C24H26FN5O3 in a non-equilibrium geometry.

Geometry as XYZ:
```
59
C24H26FN5O3 | the Open Molecules 2025 dataset | ωB97M-V/def2-TZVPD
F 5.7997 3.2788 -0.4456
O -1.2407 -1.6671 2.3991
O -4.6434 -0.1898 -1.0341
O -1.6105 -3.0405 -0.7940
N -2.2982 1.5606 0.5869
N 0.4411 2.1509 0.2722
N 4.7546 -2.3362 -0.6185
N 0.0104 -3.3727 0.7756
N -2.9267 -1.3990 0.8882
C -1.1292 -2.8514 0.3093
C -5.6532 1.4077 -2.2033
C 1.7737 2.4816 0.0802
C -5.3843 0.0785 -2.1236
C 4.4833 3.0144 -0.2715
C 2.5377 1.7709 -0.8554
C 2.2570 -3.5018 -0.2152
C 2.4614 -2.1467 0.0119
C -5.0312 1.9977 -1.0757
C 3.3410 -4.2552 -0.6549
C -3.6526 -0.3704 1.5803
C -3.6133 1.0082 0.8640
C 2.4204 3.4653 0.8367
C 4.5588 -3.6240 -0.8444
C 3.8794 2.0347 -1.0383
C -4.4294 0.9816 -0.3933
C -0.4328 1.9812 -0.8699
C -1.4417 1.7169 1.7451
C -1.5429 0.9952 -0.5139
C 3.7665 3.7288 0.6679
C 3.7277 -1.6203 -0.1982
C -1.7796 -1.9157 1.3308
C -0.2906 2.6690 1.4058
C 0.9167 -4.1624 -0.0136
H -5.0296 3.0333 -0.8064
H 3.9253 -0.5716 -0.0206
H -0.7028 3.6684 1.1944
H 1.8710 4.0507 1.5559
H -5.6502 -0.7503 -2.7489
H -4.6997 -0.6685 1.6891
H 0.2777 -3.0900 1.7118
H -2.1984 0.8592 -1.3747
H -6.2209 1.9070 -2.9609
H -4.0934 1.7210 1.5507
H 0.4314 -4.3113 -0.9858
H -1.0164 0.7581 2.0817
H 0.1280 1.6168 -1.7282
H 4.2576 4.4918 1.2511
H -2.0275 2.1454 2.5616
H 1.6593 -1.5062 0.3459
H 0.3706 2.7251 2.2708
H -0.8954 2.9450 -1.1367
H -3.2014 -0.2797 2.5713
H 1.0598 -5.1446 0.4522
H 4.4610 1.4814 -1.7591
H 3.2331 -5.3123 -0.8455
H -1.0790 0.0298 -0.2627
H -3.2235 -1.6685 -0.0428
H 5.4238 -4.1754 -1.1889
H 2.0819 0.9853 -1.4380
```

Output
SMILES: O=C(NCc1ccncc1)C(=O)NC[C@H](c1ccco1)N1CCN(c2ccc(F)cc2)CC1
Gap between HOMO and LUMO (eV): 8.41
Electronic energy (eV): -41620.8765
Lowest unoccupied orbital energy (eV): 0.7
Energy above the lowest of the compared OMol25 structures with the same formula, charge and spin (eV): 0.012



No. 4
Density functional theory data (ωB97M-V/def2-TZVPD) for a structure of composition C24H26GdN4Si in a non-equilibrium geometry.

Geometry as XYZ:
```
56
C24H26GdN4Si | the Open Molecules 2025 dataset | ωB97M-V/def2-TZVPD
Gd -0.3073 -0.1366 0.4139
Si -0.2566 -1.4738 -3.0716
N -0.0852 -2.5060 0.7025
N -0.3825 -4.0480 2.2417
N -0.7167 -1.8774 4.3411
N -0.4781 -0.3320 2.7730
C -0.8219 -0.6443 4.9833
C -0.3237 -2.7228 2.0254
C -2.8708 1.9756 -4.9065
C -0.1775 -4.7293 1.0530
C 0.3867 2.0768 1.3098
C 3.5158 0.1332 -3.9344
C -1.2772 -2.8748 -4.6860
C -1.2517 2.0644 -0.3272
C 3.4623 -2.1936 -4.5729
C -2.5001 0.3338 -3.1374
C 1.0396 1.9676 0.0425
C -1.6650 1.5874 -5.5016
C -0.5007 -1.6634 3.0264
C 0.0241 1.9750 -0.9687
C 0.0193 -3.7690 0.1115
C -0.6712 0.2972 4.0054
C 1.5560 -1.1875 -3.4449
C -3.2935 1.3211 -3.7377
C 2.2004 -2.3251 -3.9915
C 2.2391 0.0352 -3.3780
C -0.8601 0.6087 -4.9135
C 4.1303 -0.9603 -4.5530
C -1.0297 2.1409 1.0862
C -1.2378 0.0240 -3.6839
H 0.0191 0.2364 -5.4608
H 1.7765 0.8974 -2.9061
H -0.6754 1.3683 4.0908
H -0.7333 -2.6097 -2.1701
H 3.9335 -3.0491 -5.0565
H -0.9689 -0.5383 6.0456
H 1.6753 -3.2955 -3.9987
H 5.1220 -0.8699 -5.0187
H -0.7755 -2.7968 4.7882
H -0.5599 -4.4834 3.1618
H -0.1818 -5.8105 0.9810
H 0.9523 2.1867 2.2379
H -2.2284 2.0589 -0.8003
H -4.2782 1.5603 -3.3223
H -0.9561 -3.9430 -4.7060
H -0.2790 -2.3140 -4.6297
H -1.7525 -2.6084 -5.6572
H -3.5178 2.7257 -5.3888
H 0.2136 -3.8841 -0.9419
H 2.1124 1.9529 -0.0911
H -2.8980 -0.2648 -2.3061
H -1.8402 2.2626 1.7983
H 4.0518 1.0831 -3.9090
H -1.9749 -2.7550 -3.8397
H 0.1921 1.9388 -2.0416
H -1.3741 2.0243 -6.4621
```

Output
Multiplicity: 8
Gap between HOMO and LUMO (alpha / beta) (eV): 4.37 / 7.71
Electronic energy (eV): -59971.2522
Charge: +1
<S²>: 15.792
Lowest unoccupied orbital energy (alpha / beta) (eV): -3.0 / -3.0
Energy above the lowest of the compared OMol25 structures with the same formula, charge and spin (eV): 0.000